Model P:
Density functional theory data (ωB97M-V/def2-TZVPD) for a molecular structure, C15H23CdN4O7S.

Orbital gap (eV): 6.9
E_LUMO (eV): 2.039

The geometry in ORCA input format:
```
! wB97M-V def2-TZVPD RIJCOSX def2/J DEFGRID3
* xyz -1 1
Cd 0.75 0.41 -0.23
C -2.37 1.60 -1.41
C -2.35 0.05 -1.28
N -1.03 -0.55 -1.62
C -0.81 -0.75 -3.09
C -0.61 0.52 -3.88
S 0.66 1.59 -3.10
C -0.23 3.14 -2.90
C -0.71 3.46 -1.52
N -1.29 2.34 -0.75
H -2.48 1.93 -2.42
H -3.40 1.83 -0.94
H -2.64 -0.18 -0.23
H -3.16 -0.40 -1.82
H -0.97 -1.53 -1.28
H 0.10 -1.35 -3.25
H -1.68 -1.30 -3.47
H -0.23 0.22 -4.89
H -1.54 1.09 -4.04
H 0.48 3.88 -3.25
H -0.98 3.20 -3.68
H 0.07 3.85 -0.83
H -1.39 4.37 -1.46
H -1.56 2.78 0.08
N 1.26 1.07 2.20
C 1.16 2.55 2.28
C 1.19 3.05 0.84
O 0.60 4.14 0.57
O 1.83 2.37 -0.01
H 0.71 0.69 2.96
H 2.24 0.75 2.27
H 2.06 3.00 2.76
H 0.21 2.90 2.70
O 0.74 -6.08 3.11
C -0.11 -5.22 3.51
O -0.94 -5.23 4.43
C -0.14 -4.00 2.70
C -1.10 -3.04 2.97
C -1.02 -1.90 2.16
N -0.03 -1.68 1.27
C 0.88 -2.64 1.05
C 0.80 -3.84 1.72
C 2.03 -2.51 0.09
O 2.67 -3.55 -0.15
O 2.21 -1.31 -0.32
H -1.93 -3.08 3.71
H -1.75 -1.06 2.23
H 1.53 -4.60 1.48
O 3.80 -0.16 1.77
H 3.81 -0.40 0.85
H 4.68 -0.43 2.11
*
```

Model Q:
Density functional theory data (ωB97M-V/def2-TZVPD) for a molecular structure, C15H23CdN4O7S.

Orbital gap (eV): 6.6
E_LUMO (eV): 1.887

The geometry in ORCA input format:
```
! wB97M-V def2-TZVPD RIJCOSX def2/J DEFGRID3
* xyz -1 1
Cd 0.01 -0.38 0.14
C -1.69 1.05 3.02
C -0.32 1.76 2.82
N 0.72 1.04 2.06
C 1.66 0.24 2.93
C 1.08 -1.04 3.47
S 0.12 -2.01 2.30
C -1.47 -2.07 2.94
C -2.56 -1.13 2.30
N -2.07 0.20 1.97
H -2.41 1.90 3.20
H -1.63 0.53 4.04
H -0.05 2.05 3.84
H -0.49 2.71 2.26
H 1.26 1.83 1.66
H 2.01 0.79 3.82
H 2.60 0.05 2.35
H 0.45 -0.87 4.38
H 1.97 -1.69 3.76
H -1.55 -1.93 4.04
H -1.72 -3.12 2.74
H -3.50 -1.04 2.96
H -2.99 -1.68 1.37
H -2.69 0.67 1.26
N -0.49 1.75 -1.20
C -1.86 1.77 -1.66
C -2.65 0.63 -1.02
O -3.75 0.83 -0.45
O -2.03 -0.49 -1.04
H -0.28 2.53 -0.52
H 0.16 1.95 -1.97
H -1.86 1.56 -2.73
H -2.38 2.69 -1.42
O 2.45 -1.63 -6.76
C 1.32 -1.45 -6.26
O 0.21 -1.48 -6.85
C 1.20 -1.30 -4.71
C -0.15 -1.56 -4.31
C -0.46 -1.53 -2.97
N 0.45 -1.11 -2.04
C 1.66 -0.82 -2.46
C 2.17 -0.99 -3.77
C 2.64 -0.21 -1.43
O 3.67 0.23 -1.87
O 2.22 -0.09 -0.19
H -0.91 -1.86 -5.10
H -1.50 -1.71 -2.60
H 3.18 -0.73 -4.09
O 3.27 1.87 0.96
H 3.98 2.22 0.34
H 2.99 1.07 0.46
*
```

Energies, relative to the best one, in kJ/mol: model P 37.6; model Q 0.0.

Model P:
Density functional theory data (ωB97M-V/def2-TZVPD) for 2 unconnected molecules or ions with the total composition CH6ClN4.

Orbital gap (eV): 7.0
E_LUMO (eV): -5.972

The geometry in ORCA input format:
```
! wB97M-V def2-TZVPD RIJCOSX def2/J DEFGRID3
* xyz 1 1
C 0.35 0.12 -1.60
N -1.69 1.43 -1.96
N -0.70 0.76 -1.70
N 0.58 -1.14 -1.10
N 1.85 -1.49 1.85
Cl 0.34 -1.22 2.66
H 1.57 -1.55 -1.18
H 1.24 0.71 -1.76
H -2.13 2.04 -1.16
H -0.28 -1.77 -1.10
H 2.57 -0.97 2.26
H 2.21 -2.44 2.02
*
```

Model Q:
Density functional theory data (ωB97M-V/def2-TZVPD) for a gas-phase ion, CH6ClN4 (charge +1).

Orbital gap (eV): 10.5
SMILES string: [H]/N=C(\Cl)N(N)[NH3+]
E_LUMO (eV): -3.968

The geometry in ORCA input format:
```
! wB97M-V def2-TZVPD RIJCOSX def2/J DEFGRID3
* xyz 1 1
H -2.41 -0.95 -1.39
N -1.92 -0.39 -0.63
C -0.69 -0.68 -0.61
Cl 0.31 -1.57 -1.68
N 0.11 -0.05 0.30
N -0.47 0.75 1.34
N 1.45 0.37 -0.09
H -1.37 0.90 1.01
H -0.28 0.26 2.23
H 2.11 -0.23 0.47
H 1.46 0.23 -1.07
H 1.71 1.36 0.13
*
```

Energies, relative to the best one, in kJ/mol: model P 120.1; model Q 0.0.

Model P:
Density functional theory data (ωB97M-V/def2-TZVPD) for a gas-phase ion, C6H11NO (charge -1).

Expectation value of S²: 0.75
Orbital gap (alpha / beta) (eV): 3.0 / 6.3
E_LUMO (alpha / beta) (eV): 3.510 / 3.428

The geometry in ORCA input format:
```
! wB97M-V def2-TZVPD RIJCOSX def2/J DEFGRID3
* xyz -1 2
O -2.70 1.13 -2.53
C -1.89 0.31 -1.94
C -0.47 0.72 -1.65
C -0.23 1.20 -0.16
C 0.41 0.13 0.68
C -0.34 -0.69 1.42
N 0.11 -1.88 2.02
C 1.86 -0.12 0.42
H -2.27 -0.53 -1.34
H -0.24 1.57 -2.31
H 0.32 -0.01 -1.91
H 0.46 2.06 -0.18
H -1.21 1.47 0.23
H -1.36 -0.48 1.66
H 1.08 -2.12 1.89
H -0.40 -2.25 2.79
H 2.39 0.82 0.26
H 2.05 -0.66 -0.52
H 2.42 -0.66 1.19
*
```

Model Q:
Density functional theory data (ωB97M-V/def2-TZVPD) for a gas-phase ion, C6H11NO (charge -1).

Expectation value of S²: 0.77
Orbital gap (alpha / beta) (eV): 3.5 / 6.2
E_LUMO (alpha / beta) (eV): 3.375 / 3.355

The geometry in ORCA input format:
```
! wB97M-V def2-TZVPD RIJCOSX def2/J DEFGRID3
* xyz -1 2
C -1.88 -1.56 1.51
O -1.75 -2.80 0.74
C -1.22 -0.40 0.78
C 0.32 -0.31 1.04
C 0.94 0.79 0.21
C 1.14 0.57 -1.13
N 1.63 1.45 -2.04
C 1.63 2.75 -1.83
H -2.95 -1.43 1.70
H -1.30 -1.81 2.39
H -2.50 -2.94 0.20
H -1.37 -0.43 -0.31
H -1.79 0.52 1.00
H 0.64 -1.29 0.69
H 0.37 -0.10 2.11
H 1.26 1.73 0.65
H 0.80 -0.36 -1.58
H 1.27 3.25 -0.93
H 2.01 3.39 -2.62
*
```

Energies, relative to the best one, in kJ/mol: model P 0.0; model Q 38.1.

Model P:
Density functional theory data (ωB97M-V/def2-TZVPD) for a gas-phase ion, CH2NO3S (charge -1).

Expectation value of S²: 2.02
Orbital gap (alpha / beta) (eV): 6.3 / 5.9
E_LUMO (alpha / beta) (eV): 3.753 / 3.511

The geometry in ORCA input format:
```
! wB97M-V def2-TZVPD RIJCOSX def2/J DEFGRID3
* xyz -1 3
C 0.72 -0.25 -0.04
N 0.41 1.09 -0.16
O 0.45 1.81 0.91
O -1.89 0.53 -0.39
O -1.74 -0.81 -0.33
S -0.51 -1.20 0.79
H 0.79 -0.65 -1.18
H 1.77 -0.53 0.39
*
```

Model Q:
Density functional theory data (ωB97M-V/def2-TZVPD) for a gas-phase ion, CH2NO3S (charge -1).

Expectation value of S²: 2.01
Orbital gap (alpha / beta) (eV): 4.2 / 7.2
E_LUMO (alpha / beta) (eV): 3.851 / 1.950

The geometry in ORCA input format:
```
! wB97M-V def2-TZVPD RIJCOSX def2/J DEFGRID3
* xyz -1 3
C -0.59 -0.43 -0.88
N 0.52 -0.20 0.12
O 0.17 -0.73 1.44
O -0.25 -0.22 -2.04
O -1.68 -0.59 -0.38
S 1.73 0.95 -0.04
H 0.96 1.86 0.51
H -0.86 -0.64 1.27
*
```

Energies, relative to the best one, in kJ/mol: model P 293.9; model Q 0.0.